Molecular formula: C3H5NO2
Method: DFT, wB97M-V/def2-TZVPD

Calculated values
structure (SMILES)	NC(=O)CC=O
lowest unoccupied orbital energy	0.72	eV
energy relative to the best compared isomer or geometry (same formula, charge and spin)	9.8	kcal per mole
net charge	0

XYZ file:
```
11
Properties=species:S:1:pos:R:3:mulliken_charge:R:1
N 0.337 -0.298 1.825 -0.386
C -0.347 -0.466 0.658 0.472
O -1.117 -1.390 0.469 -0.596
C -0.118 0.614 -0.389 -0.376
C 0.030 0.039 -1.779 0.008
O 0.800 0.486 -2.593 -0.473
H 1.119 0.332 1.899 0.217
H 0.263 -1.028 2.517 0.243
H 0.717 1.287 -0.179 0.256
H -1.031 1.226 -0.419 0.274
H -0.653 -0.801 -2.009 0.361
```